(1)
19
Properties=species:S:1:pos:R:3 method="wB97M-V/def2-TZVPD" multiplicity=2 orbital_gap_ev="3.84 / 7.77" lumo_ev="0.29 / 0.23" s_squared=0.753 homo_ev="-3.55 / -7.54"
O 0.067 0.559 -2.375
C -0.220 -0.545 -1.868
C -0.400 -0.714 -0.247
N -0.537 0.651 0.316
C -1.934 1.189 -0.040
C 0.997 -1.388 0.025
H -0.391 -1.544 -2.297
H -1.182 -1.423 -0.003
H -0.357 0.515 1.321
H 0.065 1.433 -0.139
H -2.720 1.368 0.748
H -2.437 0.469 -0.726
H -1.747 2.196 -0.464
H 0.902 -2.502 0.105
H 1.333 -1.038 1.079
H 1.758 -1.068 -0.654
H 2.393 -0.319 2.814
H 1.538 0.119 3.973
O 1.625 0.241 3.014

(2)
19
Properties=species:S:1:pos:R:3 method="wB97M-V/def2-TZVPD" multiplicity=2 orbital_gap_ev="4.96 / 8.35" lumo_ev="0.58 / 0.44" s_squared=0.754 homo_ev="-4.38 / -7.91"
O -0.622 -0.827 -1.446
C -0.989 0.035 -0.539
C 0.042 0.305 0.521
C 0.366 1.764 0.824
C -0.899 2.634 0.969
N 1.237 -0.378 -0.018
H -1.987 0.458 -0.485
H -0.212 -0.246 1.440
H 0.913 2.168 -0.038
H 0.993 1.895 1.710
H -1.347 2.819 0.003
H -1.604 2.224 1.690
H -0.564 3.559 1.456
H 1.433 -0.006 -0.949
H 1.071 -1.391 -0.211
H 2.068 -0.279 0.562
H 0.084 -2.777 -1.237
H 0.860 -3.878 -0.367
O 0.633 -2.943 -0.450

It is (2) that is the most stable of them.

(1)
9
Properties=species:S:1:pos:R:3 method="wB97M-V/def2-TZVPD" orbital_gap_ev=11.91 lumo_ev=0.46 homo_ev=-11.44
F -2.392 -0.622 0.244
C -1.044 -0.720 0.213
C -0.367 0.284 0.028
F -0.948 1.566 -0.351
C 1.067 0.158 -0.320
F 1.517 -1.159 -0.498
F 1.981 0.488 0.774
H -0.561 -1.790 0.021
H 1.203 0.997 -1.064

(2)
9
Properties=species:S:1:pos:R:3 method="wB97M-V/def2-TZVPD" orbital_gap_ev=11.13 lumo_ev=0.83 homo_ev=-10.30
F 1.605 -2.013 -0.620
C 0.546 -1.232 -0.417
C 0.565 -0.004 0.232
F 1.728 0.603 0.702
C -0.659 0.903 0.246
F -1.366 0.783 1.410
F -1.496 0.456 -0.696
H -0.442 -1.491 -0.904
H -0.481 1.995 0.047

It is (2) that is the most stable of them.

(1)
21
Properties=species:S:1:pos:R:3 method="wB97M-V/def2-TZVPD" orbital_gap_ev=9.09 smiles=Cc1c[nH]cn1.CSC lumo_ev=0.82 homo_ev=-8.27
C -2.060 1.832 0.911
C -1.808 0.357 1.113
C -2.568 -0.767 1.138
N -1.680 -1.769 1.469
C -0.423 -1.202 1.651
N -0.481 0.083 1.425
H -3.050 2.259 0.933
H -1.380 2.074 0.094
H -1.593 2.390 1.722
H -3.645 -0.782 1.066
H -1.890 -2.748 1.545
H 0.404 -1.790 2.017
C 2.862 -0.571 -0.640
S 2.700 -0.861 -2.393
C 1.574 0.534 -2.780
H 3.564 -1.237 -0.130
H 3.563 0.297 -0.451
H 1.915 -0.560 -0.118
H 1.139 0.915 -1.841
H 0.747 0.221 -3.428
H 2.107 1.323 -3.303

(2)
21
Properties=species:S:1:pos:R:3 method="wB97M-V/def2-TZVPD" orbital_gap_ev=9.36 smiles=Cc1c[nH]cn1.CCS lumo_ev=0.80 homo_ev=-8.56
C -1.619 -2.276 -1.738
C -0.763 -2.053 -0.514
C 0.646 -2.189 -0.445
N 0.841 -1.829 0.904
C -0.394 -1.798 1.575
N -1.302 -1.750 0.627
H -2.430 -1.446 -1.807
H -2.168 -3.260 -1.635
H -1.146 -2.476 -2.708
H 1.529 -2.470 -1.002
H 1.615 -1.966 1.373
H -0.252 -1.449 2.649
C 1.129 2.096 0.778
C 0.681 3.360 0.071
S -0.958 3.956 0.059
H 0.299 1.373 0.824
H 1.407 2.185 1.748
H 1.881 1.474 0.242
H 1.268 4.218 0.413
H 1.284 3.329 -0.830
H -1.548 2.970 -0.585

It is (1) that is the most stable of them.

(1)
47
Properties=species:S:1:pos:R:3 method="wB97M-V/def2-TZVPD" orbital_gap_ev=9.31 lumo_ev=0.51 homo_ev=-8.80
C 2.483 1.974 4.176
O 1.779 2.391 3.030
C 0.686 1.685 2.643
C 0.019 2.169 1.512
C -1.085 1.515 1.011
C -1.558 0.363 1.639
C -2.775 -0.352 1.194
O -3.579 -0.849 1.957
N -2.996 -0.447 -0.156
N -2.093 -0.113 -1.099
C -2.349 -0.258 -2.334
C -3.641 -0.789 -2.902
C -1.305 0.150 -3.332
C -0.019 0.711 -2.737
O 0.222 1.900 -2.786
N 0.879 -0.181 -2.258
C 0.642 -1.566 -1.926
C 0.697 -1.738 -0.402
N 1.958 -1.242 0.101
C 2.810 -2.050 0.750
O 2.612 -3.213 1.009
C 2.238 0.128 -0.248
C 2.156 0.296 -1.768
C -0.911 -0.099 2.781
C 0.209 0.540 3.275
H 2.894 0.967 4.050
H 3.299 2.685 4.294
H 1.850 1.999 5.068
H 0.390 3.067 1.043
H -1.580 1.904 0.136
H -3.873 -0.899 -0.414
H -3.602 -0.809 -3.986
H -4.478 -0.160 -2.597
H -3.830 -1.802 -2.542
H -1.728 0.951 -3.947
H -1.078 -0.689 -3.996
H 1.427 -2.177 -2.389
H -0.327 -1.896 -2.290
H -0.122 -1.169 0.050
H 0.620 -2.791 -0.124
H 3.738 -1.523 1.042
H 1.492 0.779 0.220
H 3.231 0.403 0.112
H 2.953 -0.281 -2.251
H 2.247 1.349 -2.039
H -1.295 -0.978 3.276
H 0.695 0.144 4.152

(2)
47
Properties=species:S:1:pos:R:3 method="wB97M-V/def2-TZVPD" orbital_gap_ev=8.86 smiles="CNC(=O)[C@H](CC(N)=O)NC(C)=O.CC(=O)c1c[nH]c2ccccc12" lumo_ev=0.43 homo_ev=-8.43
C -2.395 1.205 -6.804
N -2.202 1.063 -5.362
C -1.226 1.666 -4.670
O -0.423 2.412 -5.219
C -1.134 1.401 -3.146
C 0.310 1.406 -2.603
C 0.396 0.998 -1.143
N 1.020 -0.122 -0.862
O -0.141 1.645 -0.260
N -1.846 0.199 -2.673
C -1.632 -1.050 -3.090
C -2.423 -2.134 -2.400
O -0.848 -1.340 -3.981
H -1.531 0.788 -7.327
H -3.296 0.678 -7.120
H -2.482 2.262 -7.064
H -2.776 0.400 -4.867
H -1.633 2.253 -2.682
H 0.911 0.725 -3.205
H 0.734 2.404 -2.708
H 1.418 -0.674 -1.597
H 1.051 -0.425 0.106
H -2.477 0.322 -1.897
H -2.232 -3.082 -2.901
H -2.103 -2.201 -1.361
H -3.485 -1.904 -2.449
C 3.466 -2.650 2.298
C 2.262 -1.741 2.513
O 1.450 -1.619 1.602
C 2.094 -1.029 3.785
C 2.947 -1.105 4.865
N 2.434 -0.303 5.878
C 1.258 0.297 5.462
C 0.393 1.176 6.115
C -0.743 1.640 5.441
C -0.996 1.230 4.124
C -0.118 0.350 3.477
C 1.010 -0.122 4.159
H 3.431 -3.096 1.300
H 4.391 -2.076 2.393
H 3.465 -3.452 3.040
H 3.859 -1.692 4.922
H 2.854 -0.174 6.797
H 0.596 1.498 7.131
H -1.425 2.325 5.935
H -1.869 1.600 3.595
H -0.309 0.048 2.452

It is (2) that is the most stable of them.

(1)
56
Properties=species:S:1:pos:R:3 method="wB97M-V/def2-TZVPD" orbital_gap_ev=11.52 smiles="CCOC(=O)C(F)(F)F.CCOC(=O)C(F)(F)F.CCOC(=O)C(F)(F)F.CCOC(=O)C(F)(F)F" lumo_ev=0.21 homo_ev=-11.31
C 1.451 -4.184 0.159
C 2.876 -3.812 -0.238
O 3.811 -3.919 0.849
C 4.668 -4.929 0.865
O 4.657 -5.837 0.099
C 5.629 -4.743 2.053
F 5.643 -3.476 2.488
F 5.272 -5.535 3.067
F 6.883 -5.054 1.697
H 0.865 -3.724 -0.643
H 1.163 -3.716 1.096
H 1.245 -5.248 0.084
H 2.946 -2.769 -0.536
H 3.228 -4.406 -1.082
C -5.517 -2.113 -3.855
C -4.761 -2.267 -2.558
O -4.913 -1.070 -1.793
C -4.373 -1.033 -0.585
O -3.560 -1.805 -0.175
C -4.763 0.228 0.213
F -3.717 1.076 0.143
F -5.848 0.864 -0.286
F -5.037 -0.105 1.481
H -5.076 -1.382 -4.529
H -6.544 -1.779 -3.673
H -5.692 -3.062 -4.362
H -3.701 -2.456 -2.751
H -5.095 -3.099 -1.936
C -0.088 -0.710 0.481
C 0.368 0.422 -0.410
O 1.771 0.225 -0.562
C 2.503 1.100 -1.235
O 2.102 2.141 -1.655
C 3.963 0.619 -1.458
F 3.943 -0.723 -1.371
F 4.434 0.991 -2.637
F 4.760 1.129 -0.513
H -0.131 -1.655 -0.065
H -1.147 -0.584 0.726
H 0.508 -0.801 1.384
H 0.188 1.351 0.140
H -0.113 0.456 -1.388
C -0.259 4.228 -0.116
C -1.185 4.427 1.067
O -0.394 4.969 2.133
C -0.596 6.229 2.469
O -1.409 6.944 1.982
C 0.415 6.779 3.485
F 1.139 7.710 2.893
F -0.239 7.296 4.523
F 1.227 5.838 3.965
H 0.222 5.124 -0.508
H -0.690 3.737 -0.995
H 0.550 3.532 0.120
H -1.582 3.485 1.441
H -2.002 5.098 0.811

(2)
56
Properties=species:S:1:pos:R:3 method="wB97M-V/def2-TZVPD" orbital_gap_ev=11.66 smiles="CCOC(=O)C(F)(F)F.CCOC(=O)C(F)(F)F.CCOC(=O)C(F)(F)F.CCOC(=O)C(F)(F)F" lumo_ev=0.48 homo_ev=-11.19
C 5.395 4.207 -0.213
C 5.699 5.384 -1.141
O 5.797 4.862 -2.467
C 6.135 5.734 -3.391
O 6.234 6.907 -3.227
C 6.342 5.132 -4.800
F 6.380 3.800 -4.772
F 5.317 5.497 -5.575
F 7.472 5.590 -5.316
H 4.680 3.592 -0.751
H 4.942 4.508 0.729
H 6.303 3.648 0.004
H 6.615 5.883 -0.831
H 4.860 6.078 -1.074
C -1.472 -1.198 -0.474
C 0.014 -1.185 -0.124
O 0.488 0.134 -0.374
C 1.635 0.463 0.201
O 2.364 -0.302 0.753
C 1.975 1.957 0.035
F 0.917 2.638 -0.388
F 2.377 2.479 1.193
F 2.983 2.087 -0.829
H -1.886 -0.192 -0.370
H -2.136 -1.836 0.103
H -1.583 -1.400 -1.542
H 0.541 -1.995 -0.626
H 0.132 -1.432 0.935
C -1.323 -7.564 6.061
C -1.511 -6.066 5.860
O -1.886 -5.784 4.522
C -1.689 -4.566 4.076
O -1.282 -3.651 4.724
C -2.206 -4.381 2.624
F -2.747 -3.175 2.519
F -1.217 -4.531 1.745
F -3.155 -5.278 2.340
H -1.373 -7.822 7.118
H -0.416 -7.983 5.629
H -2.174 -8.097 5.627
H -0.630 -5.507 6.167
H -2.304 -5.800 6.562
C -4.050 2.166 -0.616
C -4.915 0.988 -1.011
O -4.419 0.513 -2.259
C -5.189 -0.224 -3.035
O -6.313 -0.507 -2.792
C -4.486 -0.580 -4.363
F -5.248 -0.275 -5.401
F -3.328 0.078 -4.486
F -4.225 -1.888 -4.365
H -4.263 3.012 -1.271
H -2.980 2.013 -0.763
H -4.230 2.393 0.433
H -5.973 1.261 -1.070
H -4.984 0.212 -0.242

It is (1) that is the most stable of them.

(1)
42
Properties=species:S:1:pos:R:3 method="wB97M-V/def2-TZVPD" orbital_gap_ev=10.36 smiles=CO.CO.CO.CO.CO.CO.CO lumo_ev=0.48 homo_ev=-9.88
C 3.626 3.682 -1.693
O 2.882 4.574 -2.511
H 4.530 3.550 -2.287
H 3.811 3.979 -0.661
H 2.987 2.803 -1.775
H 2.816 5.407 -2.039
C 0.455 1.023 -0.485
O 0.643 1.879 0.700
H 0.759 -0.023 -0.445
H -0.609 0.904 -0.690
H 0.959 1.476 -1.339
H 0.089 1.573 1.422
C -4.113 -1.719 -0.879
O -2.932 -1.496 -1.580
H -4.247 -2.800 -0.837
H -4.111 -1.375 0.156
H -4.922 -1.209 -1.402
H -2.863 -0.564 -1.798
C 2.494 -2.332 2.170
O 2.173 -1.243 1.306
H 1.622 -2.466 2.811
H 2.692 -3.301 1.712
H 3.299 -2.106 2.870
H 2.801 -0.526 1.420
C 0.223 0.704 5.094
O 0.901 1.764 4.323
H 0.877 -0.142 5.305
H -0.232 1.229 5.934
H -0.607 0.366 4.474
H 1.523 1.323 3.741
C -0.327 -3.481 -0.239
O -1.729 -3.760 -0.110
H 0.280 -3.916 -1.033
H -0.270 -2.393 -0.275
H 0.154 -3.754 0.700
H -2.193 -3.434 -0.885
C -2.128 0.684 -3.783
O -2.695 1.236 -2.579
H -1.941 -0.373 -3.595
H -2.794 0.714 -4.645
H -1.293 1.349 -4.003
H -2.590 2.191 -2.571

(2)
42
Properties=species:S:1:pos:R:3 method="wB97M-V/def2-TZVPD" orbital_gap_ev=10.40 smiles=CO.CO.CO.CO.CO.CO.CO lumo_ev=0.31 homo_ev=-10.09
C 26.635 -13.918 -12.371
O 26.322 -15.232 -12.301
H 27.507 -13.772 -13.009
H 25.859 -13.313 -12.839
H 26.797 -13.501 -11.377
H 25.863 -15.567 -13.075
C 21.313 -4.916 -17.755
O 20.656 -6.082 -17.448
H 21.352 -4.272 -16.876
H 22.319 -5.048 -18.154
H 20.699 -4.406 -18.497
H 19.834 -5.714 -17.117
C 17.622 -8.238 -20.248
O 17.916 -7.425 -21.369
H 18.512 -8.738 -19.865
H 17.402 -7.638 -19.364
H 16.835 -8.958 -20.471
H 18.602 -6.769 -21.226
C 27.600 -10.982 -20.342
O 29.006 -11.047 -20.355
H 27.194 -10.421 -21.184
H 27.223 -11.989 -20.520
H 27.198 -10.708 -19.367
H 29.329 -11.238 -21.238
C 22.527 -10.318 -15.612
O 21.426 -10.324 -16.583
H 22.582 -9.487 -14.909
H 22.432 -11.267 -15.085
H 23.496 -10.330 -16.110
H 21.386 -9.398 -16.832
C 20.023 -9.230 -11.238
O 19.741 -8.919 -9.942
H 20.973 -9.764 -11.238
H 19.228 -9.884 -11.597
H 20.034 -8.302 -11.809
H 19.308 -8.071 -9.820
C 21.954 -15.469 -16.210
O 22.860 -15.735 -15.242
H 22.496 -15.313 -17.142
H 21.197 -16.245 -16.325
H 21.406 -14.570 -15.928
H 22.430 -16.036 -14.438

It is (1) that is the most stable of them.

(1)
22
Properties=species:S:1:pos:R:3 method="wB97M-V/def2-TZVPD" charge=+1 orbital_gap_ev=6.77 lumo_ev=-5.43 homo_ev=-12.20
C -2.019 0.548 -1.533
C -1.876 -0.713 -0.738
C -2.178 -0.829 0.547
C -1.479 -1.938 -1.527
H -1.071 0.910 -1.943
H -2.466 1.367 -0.970
H -2.666 0.357 -2.396
H -2.316 -1.793 1.017
H -2.390 0.032 1.178
H -1.495 -2.822 -0.889
H -0.465 -1.800 -1.907
H -2.132 -2.092 -2.387
C 1.346 0.768 0.438
C 0.270 1.390 0.894
C 3.653 0.257 0.964
N 2.496 0.668 1.296
H 1.507 0.281 -0.512
H 0.415 1.993 1.781
H -0.668 1.353 0.371
H 4.403 0.187 1.737
H 3.861 -0.029 -0.055
H 2.354 0.948 2.265

(2)
22
Properties=species:S:1:pos:R:3 method="wB97M-V/def2-TZVPD" charge=+1 orbital_gap_ev=8.45 smiles="C=C/C=C/CCC[NH3+]" lumo_ev=-3.64 homo_ev=-12.09
C -2.270 -0.999 -3.350
C -1.805 -0.129 -2.470
C -1.446 -0.205 -1.039
C -0.500 0.519 -0.450
C -0.395 0.580 1.077
C 0.399 -0.643 1.644
C 1.852 -0.253 1.921
N 2.318 0.868 1.015
H -2.645 -0.801 -4.340
H -2.415 -2.022 -3.006
H -1.660 0.912 -2.780
H -2.012 -0.975 -0.512
H 0.054 1.234 -1.056
H -0.141 1.517 1.571
H -1.449 0.543 1.375
H -0.201 -1.024 2.470
H 0.433 -1.476 0.947
H 1.946 0.046 2.962
H 2.550 -1.050 1.687
H 2.099 0.580 0.065
H 3.333 0.964 1.077
H 1.955 1.812 1.190

(3)
22
Properties=species:S:1:pos:R:3 method="wB97M-V/def2-TZVPD" charge=+1 orbital_gap_ev=9.30 lumo_ev=-4.06 homo_ev=-13.36
C 1.507 0.753 -1.283
C 0.197 0.924 -1.227
C -0.462 2.136 -1.635
C -0.819 -0.164 -0.593
C -0.485 -0.370 0.826
C -0.780 0.618 1.853
N 0.180 -1.381 1.292
C 0.667 -2.617 0.626
H 2.158 1.455 -1.670
H 1.862 -0.206 -0.930
H -1.115 1.916 -2.527
H 0.028 3.001 -2.082
H -1.156 2.394 -0.783
H -1.871 -0.040 -0.875
H -0.495 -1.269 -1.024
H -1.048 0.444 2.843
H -1.504 1.352 1.505
H 0.124 1.186 1.901
H 0.397 -1.427 2.382
H 1.805 -2.390 0.692
H 0.421 -3.545 1.109
H 0.392 -2.772 -0.399

(4)
22
Properties=species:S:1:pos:R:3 method="wB97M-V/def2-TZVPD" charge=+1 orbital_gap_ev=9.92 lumo_ev=-4.73 homo_ev=-14.64
C -0.952 -1.757 -0.421
C 0.133 -1.524 -1.213
C -0.906 -0.470 0.358
C 0.509 -0.632 -0.235
C -1.624 0.660 -0.312
C -1.024 -0.635 1.845
C 1.789 -0.376 0.367
N 1.083 2.126 -1.094
H -1.671 -2.578 -0.286
H 0.832 -1.937 -1.974
H -2.568 0.292 -0.801
H -0.949 1.107 -1.062
H -1.745 1.384 0.470
H -1.938 -0.332 2.364
H -0.260 0.049 2.443
H -0.832 -1.731 2.102
H 1.744 0.779 0.481
H 2.688 -0.760 -0.250
H 1.678 -0.777 1.454
H 1.621 1.663 -1.818
H 1.847 2.733 -0.806
H 0.544 2.716 -1.613

It is (2) that is the most stable of them.